DFT (wB97M-V/def2-TZVPD) results for a structure of composition C6H13NO3 at a distorted geometry.

Geometry as XYZ:
```
23
Properties=species:S:1:pos:R:3:forces:R:3:mulliken_charge:R:1
C -2.0772 1.0575 0.0231 -1.0 2.4 -0.9 -0.471
C -1.4154 -0.0106 -0.9565 0.0 -2.5 -0.8 0.099
C -0.1838 0.5504 -1.5725 2.9 -1.7 0.6 -1.279
C 1.0400 -0.2193 -0.8574 -1.1 0.6 0.4 0.163
C 0.4150 -1.0825 0.2393 1.3 0.6 0.5 -0.379
C 0.7159 -0.7095 1.7001 1.7 -0.7 1.6 -0.478
H 0.0327 1.3025 1.1877 -2.3 0.2 -0.6 0.400
H -2.6959 0.4671 0.6327 -1.5 -0.7 0.5 0.328
H -2.7732 1.9781 -0.4647 2.0 -2.5 0.8 0.193
H -1.7122 -0.7786 -1.9393 -1.3 2.7 2.8 0.225
H 0.1444 1.4712 -1.1650 -0.7 1.9 -0.5 0.366
H -0.3209 0.3862 -2.6461 1.1 0.8 0.2 0.360
H 1.6456 -0.9296 -1.3326 0.4 -0.6 -1.9 0.478
H 2.9257 0.3271 -0.7266 -2.1 1.5 0.6 0.463
H 0.8753 -2.0225 -0.0557 -0.3 -1.0 0.8 0.459
H -0.3564 -1.0357 2.4042 3.6 1.5 -2.0 0.290
H 1.7313 -1.3910 2.0445 -2.9 1.9 -0.4 0.181
H 2.2454 0.5298 0.9364 -4.2 1.7 0.7 0.536
H -1.3542 -2.0003 0.2487 0.2 3.4 -1.3 0.281
N -0.9382 -0.9986 0.0094 -2.5 -4.2 0.9 -0.200
O -1.1667 1.6306 0.9634 2.1 -0.5 -1.0 -0.623
O 2.0520 0.7097 -0.3287 4.6 -1.4 -2.6 -0.613
O 1.1710 0.7680 1.6556 0.0 -3.5 1.7 -0.778
```
Positions in Å, forces in eV/Å.

Summary:
frontier orbital gap = 8.11 eV
relative energy (zero: lowest compared OMol25 entry of this formula, charge and spin) = 223.23 kcal per mole
LUMO = -0.12 eV
largest force on an atom = 5.474 eV/A
E_HOMO = -8.22 eV


DFT (wB97M-V/def2-TZVPD) results for a cluster of 2 separate species, C6H13NO3 in total at a distorted geometry.

Geometry as XYZ:
```
23
Properties=species:S:1:pos:R:3:forces:R:3:mulliken_charge:R:1
C 0.6233 -2.8068 0.1611 -2.1 0.6 -0.4 -0.823
C 0.5648 -1.5964 -0.4043 2.2 0.3 -2.7 0.525
C 0.3646 -1.4625 -1.9442 0.9 -0.2 0.8 -1.278
C -0.3014 0.8112 2.2459 1.2 2.4 -1.5 -0.865
C -1.2000 2.1594 -0.9099 5.3 1.1 -1.2 -0.649
C 1.2438 -0.3584 0.1722 -2.2 1.0 3.3 0.644
N -0.4506 0.7231 0.8023 0.9 -1.9 -1.5 -0.297
O 1.8667 0.5547 -0.5661 -0.3 0.7 -0.8 -0.651
O 1.8719 -0.5873 1.4060 -0.2 -0.4 -1.4 -0.482
O -0.1898 1.9230 0.0903 -0.7 0.2 1.2 -0.307
H 0.7876 -2.8223 1.2035 0.6 -0.5 1.0 0.321
H 0.0887 -3.6666 -0.3010 0.8 0.7 0.2 0.281
H -0.3376 -2.0807 -2.4339 -0.8 -1.6 0.2 0.455
H 1.2822 -1.5433 -2.5484 0.0 -0.1 0.7 0.286
H -0.0401 -0.5478 -2.2254 -0.5 2.2 0.0 0.202
H 0.4142 1.6140 2.5369 -0.1 -0.6 0.0 0.279
H -1.1769 0.9524 2.8122 -1.7 0.7 0.2 0.362
H -0.0103 -0.1328 2.5520 1.2 -1.8 0.6 0.304
H -2.1010 2.5116 -0.6283 -2.8 1.2 1.7 0.362
H -1.3088 1.3382 -1.5311 -0.3 -2.0 -1.0 0.222
H -0.6192 2.9037 -1.5316 -1.2 -0.3 0.4 0.261
H 1.3816 1.4614 -0.5913 -0.1 -1.6 0.5 0.451
H 2.4835 0.1403 1.6041 -0.3 -0.1 -0.3 0.397
```
Positions in Å, forces in eV/Å.

Summary:
frontier orbital gap (spin up / spin down) = 8.81 / 8.81 eV
relative energy (zero: lowest compared OMol25 entry of this formula, charge and spin) = 150.43 kcal per mole
LUMO (spin up / spin down) = 0.81 / 0.81 eV
largest force on an atom = 5.554 eV/A
E_HOMO (spin up / spin down) = -8.00 / -8.00 eV


DFT (wB97M-V/def2-TZVPD) results for an isolated molecule of C6H13NO3 at a distorted geometry.

Geometry as XYZ:
```
23
Properties=species:S:1:pos:R:3:forces:R:3:mulliken_charge:R:1
C 0.4319 -0.4445 -1.8109 0.3 0.1 0.1 -1.560
C 0.4877 -0.7504 -0.3273 -2.7 -1.5 0.4 -0.273
C -1.0560 -1.3991 0.1884 2.4 -1.2 -1.6 -0.941
N -2.3095 -0.7223 -0.1165 -0.6 -0.1 0.1 -0.614
C 0.9227 0.3657 0.5992 -1.4 -0.1 1.3 1.865
C 1.5396 1.6224 -0.0093 0.1 0.0 0.0 -1.901
O 1.7602 -0.2194 1.5939 0.6 0.6 -0.5 -0.594
C -0.4385 0.7583 1.3295 2.4 2.4 3.0 -0.013
O -0.4919 0.7216 2.5639 -0.7 -0.2 -3.1 -0.593
O -1.2655 1.5300 0.5757 -0.2 -0.5 0.4 -0.509
H 0.1375 -1.3307 -2.3802 -0.1 0.1 0.1 0.438
H -0.2524 0.3821 -2.0170 0.0 -0.1 -0.2 0.259
H 1.4290 -0.1622 -2.1681 -0.2 0.1 0.0 0.380
H 1.1074 -1.6355 -0.1508 0.1 0.3 0.0 0.470
H -1.0489 -2.3147 -0.4130 0.1 0.0 0.1 0.577
H -0.9836 -1.7653 1.2153 0.1 0.5 0.0 0.355
H -2.8802 -0.6714 0.7320 0.2 0.2 -0.4 0.238
H -2.8516 -1.2632 -0.7912 0.3 0.3 0.2 0.225
H 1.6483 2.3891 0.7650 0.0 -0.1 0.0 0.572
H 0.9194 2.0597 -0.7955 0.1 -0.2 0.1 0.337
H 2.5326 1.4017 -0.4115 -0.1 0.0 0.0 0.438
H 2.3469 0.4758 1.9516 -0.6 -0.5 -0.1 0.388
H -1.6850 0.9723 -0.1233 0.0 -0.1 0.2 0.457
```
Positions in Å, forces in eV/Å.

Summary:
frontier orbital gap = 10.15 eV
relative energy (zero: lowest compared OMol25 entry of this formula, charge and spin) = 49.34 kcal per mole
LUMO = 0.71 eV
largest force on an atom = 4.539 eV/A
E_HOMO = -9.45 eV


DFT (wB97M-V/def2-TZVPD) results for a structure of composition C6H13NO3 at a distorted geometry.

Geometry as XYZ:
```
23
Properties=species:S:1:pos:R:3:forces:R:3:mulliken_charge:R:1
C -0.8810 1.1900 -0.3605 2.2 -2.2 2.0 0.290
C -0.1404 0.1494 1.1246 -1.2 1.9 -0.6 0.605
C 0.1150 0.8186 -1.4490 -0.2 0.2 0.2 -0.388
C 1.3087 0.4753 1.4334 -0.1 0.0 -0.2 -1.402
C -0.4997 -1.3036 1.3687 -0.1 0.0 -0.3 -1.406
C 0.0013 -0.6778 -1.4900 -0.7 -0.4 -2.1 0.338
N 1.0928 -1.4292 -1.6853 -0.6 0.2 0.5 -0.319
O -0.7219 2.4983 0.0288 -0.2 0.2 -0.1 -0.533
O -2.1063 0.7771 -0.5584 -0.7 -1.3 -0.8 -0.782
O -1.1561 -1.2059 -1.5976 1.3 0.2 0.6 -0.613
H -1.8943 -0.3625 -1.1034 0.0 1.7 0.5 0.380
H -1.5609 2.7656 0.4295 0.1 0.0 0.0 0.373
H -0.7722 0.7508 1.7836 0.1 -0.1 0.3 0.326
H 0.9843 -2.4320 -1.6816 0.0 0.0 0.0 0.285
H 2.0073 -1.0422 -1.5295 0.0 0.0 0.0 0.238
H -0.1839 1.2623 -2.4117 0.1 -0.3 0.0 0.319
H 1.1199 1.1454 -1.1898 0.0 0.0 0.0 0.326
H 1.5206 1.5279 1.2332 0.0 0.0 0.0 0.311
H 1.9918 -0.1373 0.8351 0.1 0.0 0.0 0.185
H 1.5486 0.2847 2.4858 0.0 0.0 -0.1 0.431
H -0.4014 -1.5568 2.4311 0.0 0.1 -0.1 0.441
H 0.1581 -1.9873 0.8268 0.0 -0.1 0.0 0.260
H -1.5301 -1.5106 1.0762 0.0 0.0 0.0 0.334
```
Positions in Å, forces in eV/Å.

Summary:
frontier orbital gap = 8.18 eV
relative energy (zero: lowest compared OMol25 entry of this formula, charge and spin) = 53.30 kcal per mole
LUMO = 0.55 eV
largest force on an atom = 3.674 eV/A
E_HOMO = -7.63 eV


DFT (wB97M-V/def2-TZVPD) results for a cluster of 2 separate species, C6H13NO3 in total at a distorted geometry.

Geometry as XYZ:
```
23
Properties=species:S:1:pos:R:3:forces:R:3:mulliken_charge:R:1
C -1.3068 -1.7928 0.9317 0.2 -0.6 0.0 -0.997
C -0.7120 -1.5742 -0.4355 -1.2 0.6 -1.0 0.767
O -1.4298 -1.3934 -1.4232 1.2 -0.3 1.3 -0.591
C 0.8036 -1.5001 -0.5450 0.1 0.0 -0.7 -0.339
N 1.4024 -2.8167 -0.3312 0.2 -0.2 0.0 -0.656
H -1.6420 -0.8372 1.3393 0.0 0.0 -0.1 0.231
H -2.1549 -2.4775 0.8536 0.0 0.2 0.0 0.359
H -0.5699 -2.2302 1.6093 -0.1 0.1 0.0 0.288
H 1.0687 -1.1252 -1.5396 -0.3 0.3 0.0 0.234
H 1.1800 -0.7885 0.1919 0.0 -0.2 0.2 0.214
H 1.1797 -3.4161 -1.1269 0.0 0.2 0.3 0.250
H 2.4176 -2.7221 -0.3250 -0.3 -0.1 0.1 0.233
C -1.3623 2.1010 -0.6773 0.1 0.1 -0.1 -0.705
O -1.0693 1.6942 0.6661 0.0 -0.4 0.4 -0.317
C 0.2034 1.6315 1.1202 0.5 -1.0 1.3 0.811
C 1.2645 2.2848 0.2867 0.5 0.1 0.2 -1.122
O 0.4725 1.0440 2.1644 -1.0 1.0 -1.7 -0.565
H -2.4264 1.9215 -0.8543 0.3 -0.1 0.3 0.255
H -0.7932 1.5040 -1.3952 -0.1 0.1 0.1 0.293
H -1.1626 3.1681 -0.8018 0.1 -0.1 -0.1 0.328
H 1.3558 1.7906 -0.6828 -0.1 0.2 -0.1 0.305
H 1.0543 3.3503 0.1749 0.0 -0.1 -0.3 0.408
H 2.2267 2.1839 0.7998 -0.3 0.0 0.0 0.318
```
Positions in Å, forces in eV/Å.

Summary:
frontier orbital gap = 10.19 eV
relative energy (zero: lowest compared OMol25 entry of this formula, charge and spin) = 37.00 kcal per mole
LUMO = 0.66 eV
largest force on an atom = 2.229 eV/A
E_HOMO = -9.53 eV


DFT (wB97M-V/def2-TZVPD) results for a structure of composition C6H13NO3S2 at a distorted geometry.

Geometry as XYZ:
```
25
Properties=species:S:1:pos:R:3:forces:R:3:mulliken_charge:R:1
C 0.2632 -0.8893 0.3104 0.1 -0.4 0.1 0.256
C 2.1657 -2.7146 0.6496 0.7 1.6 -1.7 -1.109
C -1.9441 3.2250 0.6825 1.2 -0.4 0.9 -1.120
C 1.2603 -1.5277 1.2294 1.7 -1.5 -0.1 -0.396
C -0.9408 2.4492 -0.2604 0.8 2.0 1.0 -0.763
C -1.0961 0.9433 -0.4070 -2.0 1.4 -2.0 0.110
N -0.2500 0.3241 0.5399 1.3 -0.6 1.7 -0.086
O -0.6444 -0.9650 -2.9682 0.1 0.0 -0.3 -0.581
O 0.7687 -2.9195 -2.4477 0.2 0.0 -0.4 -0.575
O 1.1674 -0.7669 -1.2925 -1.2 -0.8 0.0 -0.468
S -0.9417 -2.0984 -0.3058 0.2 0.4 -0.3 -0.178
S 0.1799 -1.6831 -2.0493 0.6 -0.2 0.3 1.042
H 1.6072 -3.5294 0.0816 0.9 1.3 0.8 0.295
H 2.8326 -3.1004 1.4084 -0.6 -0.5 0.8 0.444
H 2.9986 -2.2117 0.0308 -1.7 -0.9 0.1 0.238
H -2.9404 3.0348 0.3862 -1.2 0.0 -0.5 0.355
H -1.9423 2.9545 1.8112 0.5 0.2 -1.9 0.248
H -1.7103 4.3029 0.5819 -0.3 -0.6 0.2 0.359
H 1.9802 -0.8752 1.7426 -0.5 0.4 -0.3 0.345
H 0.6834 -2.0346 1.9770 -0.6 0.1 0.7 0.310
H 0.0409 2.6989 0.2281 -0.4 -0.4 -0.8 0.267
H -0.8830 2.9664 -1.2518 -0.4 -0.5 0.8 0.343
H -2.2272 0.7926 -0.2827 1.6 -0.6 -0.1 0.176
H -0.7634 0.6337 -1.4487 -0.8 0.5 1.3 0.200
H 0.3358 0.9904 1.0544 -0.1 -0.6 -0.3 0.286
```
Positions in Å, forces in eV/Å.

Summary:
frontier orbital gap = 9.90 eV
relative energy (zero: lowest compared OMol25 entry of this formula, charge and spin) = 13.57 kcal per mole
LUMO = 0.05 eV
largest force on an atom = 3.158 eV/A
E_HOMO = -9.85 eV


DFT (wB97M-V/def2-TZVPD) results for a cluster of 2 separate species, C6H13NO5 in total at a distorted geometry.

Geometry as XYZ:
```
25
Properties=species:S:1:pos:R:3:forces:R:3:mulliken_charge:R:1
C -2.9015 1.9046 0.6182 0.4 -0.2 -0.1 -1.228
C -1.7157 1.1011 0.0759 0.7 -0.2 -0.1 -0.352
C -1.2017 0.0107 1.0257 -0.8 -0.1 -0.5 -0.647
C -0.0484 -0.8323 0.3413 1.5 1.6 2.2 0.313
O 1.1415 0.0230 0.3590 -1.4 -0.5 0.1 -0.305
C 2.2277 -0.5457 -0.3257 0.5 0.3 0.2 -0.425
C 3.2913 0.5245 -0.5100 -0.1 -0.6 0.1 -0.518
O 3.6774 0.9567 0.7885 0.5 0.5 -0.3 -0.503
O -0.3718 -1.3963 -0.7550 0.5 0.7 0.2 -0.424
O -2.1885 -3.3843 -0.6336 1.5 0.3 -1.7 -0.360
N -1.3727 -3.1508 -1.5025 -2.3 0.0 -1.4 0.719
O -1.4732 -2.6970 -2.6321 0.1 -1.4 2.5 -0.343
H -3.1568 2.6570 -0.1343 -0.2 0.0 0.3 0.348
H -3.7727 1.2590 0.7914 0.2 0.2 0.0 0.326
H -2.6193 2.4112 1.5514 -0.2 -0.1 -0.2 0.319
H -1.9927 0.5655 -0.8463 0.0 0.4 0.1 0.278
H -0.8553 1.7659 -0.1431 -0.6 -0.2 -0.1 0.255
H -0.8342 0.4177 1.9822 -0.1 -0.3 -0.4 0.396
H -2.0065 -0.7343 1.1606 0.3 0.4 0.4 0.334
H 0.1339 -1.5270 1.2360 -0.1 -0.3 -1.0 0.272
H 2.6920 -1.3424 0.2880 -0.3 0.0 -0.4 0.257
H 1.8441 -0.8929 -1.2816 0.5 -0.4 -0.2 0.335
H 4.1511 0.0561 -1.0172 -0.3 0.2 -0.1 0.363
H 2.8841 1.3377 -1.1194 0.1 0.1 0.1 0.295
H 4.4679 1.5124 0.6826 -0.5 -0.3 0.2 0.294
```
Positions in Å, forces in eV/Å.

Summary:
frontier orbital gap (spin up / spin down) = 8.62 / 7.57 eV
relative energy (zero: lowest compared OMol25 entry of this formula, charge and spin) = 145.48 kcal per mole
LUMO (spin up / spin down) = -1.42 / -2.44 eV
largest force on an atom = 3.084 eV/A
E_HOMO (spin up / spin down) = -10.04 / -10.01 eV


DFT (wB97M-V/def2-TZVPD) results for an isolated molecule of C6H13NOS2 at a distorted geometry.

Geometry as XYZ:
```
23
Properties=species:S:1:pos:R:3:forces:R:3:mulliken_charge:R:1
C -1.7968 1.2255 0.5408 0.1 -1.0 0.0 -0.940
N -0.4850 1.7786 0.1585 0.1 0.3 1.1 0.083
C -0.5747 2.9173 -0.7206 0.5 -4.2 -4.9 -0.999
C 0.6790 1.2647 0.5493 -0.7 -3.1 1.5 0.410
S 2.1735 1.8485 0.2359 0.6 0.4 -0.1 -0.359
C 0.5419 -0.2267 1.3487 -1.1 2.3 -3.0 -1.037
S 0.2159 -1.3316 0.1240 1.3 -1.3 0.3 1.263
C 0.3802 -2.9613 0.9432 -4.0 -0.5 -3.6 -1.178
C 1.3577 -1.4257 -1.3504 -3.8 1.6 0.6 -1.271
O -1.0779 -1.2312 -0.4842 -1.2 -0.2 -0.7 -0.711
H -1.5868 0.5725 1.4849 -1.0 1.3 -1.8 0.359
H -2.4770 2.0862 0.6224 0.2 -0.3 0.7 0.350
H -2.2267 0.6111 -0.3252 0.7 0.7 1.4 0.298
H -1.0550 3.7739 -0.4516 -1.2 2.2 1.5 0.355
H 0.3414 3.1222 -1.3202 -0.3 -0.1 1.2 0.272
H -1.2233 2.3947 -1.5588 0.6 1.6 1.1 0.339
H 1.4467 -0.5373 1.7780 1.4 0.0 0.7 0.432
H 0.7079 -3.8093 0.3321 0.0 0.6 -0.3 0.335
H 0.9844 -2.8325 1.7020 3.0 0.5 4.1 0.457
H -0.6753 -3.1929 1.2634 1.1 0.4 -0.1 0.347
H 0.8751 -0.6652 -1.9803 0.3 0.0 0.1 0.345
H 2.2478 -1.0490 -1.0362 3.0 0.4 0.6 0.374
H 1.2270 -2.3327 -1.8556 0.4 -1.5 -0.4 0.478
```
Positions in Å, forces in eV/Å.

Summary:
frontier orbital gap = 8.07 eV
relative energy (zero: lowest compared OMol25 entry of this formula, charge and spin) = 136.42 kcal per mole
LUMO = 0.46 eV
largest force on an atom = 6.433 eV/A
E_HOMO = -7.62 eV